1.
{
  "formula": "C3H7N4",
  "method": "the ωB97M-V functional and the def2-TZVPD basis",
  "homo_energy_ev": -15.27,
  "multiplicity": 1,
  "gap_ha": 0.4016,
  "charge": 1,
  "e_above_lowest_kcal_mol": 62.9,
  "lumo_energy_ev": -4.3,
  "smiles": "C/C(N)=[NH+]/C1N=N1",
  "elements": ["C", "C", "C", "N", "N", "N", "N", "H", "H", "H", "H", "H", "H", "H"],
  "positions_angstrom": [[-0.5640, 0.1246, 0.0698], [1.8566, 0.1495, 0.0962], [-1.7412, 0.2935, -0.8068], [2.6789, -0.9774, -0.3004], [2.1831, -1.0387, 0.8396], [-0.6806, -0.6844, 1.1587], [0.6325, 0.4361, -0.4368], [2.3399, 1.1561, 0.6041], [-1.4361, -0.0022, -1.8361], [-1.8595, 1.4226, -0.8442], [-2.6321, -0.1506, -0.3691], [-1.5722, -0.8872, 1.5684], [0.2077, -0.8404, 1.5701], [0.5868, 0.9985, -1.3135]]
}


2.
{
  "formula": "C3H7N4",
  "method": "the ωB97M-V functional and the def2-TZVPD basis",
  "homo_energy_ev": [-12.37, -15.05],
  "multiplicity": 3,
  "gap_ha": [0.2959, 0.2874],
  "charge": 1,
  "e_above_lowest_kcal_mol": 99.5,
  "lumo_energy_ev": [-4.3, -7.2],
  "elements": ["C", "C", "C", "N", "N", "N", "N", "H", "H", "H", "H", "H", "H", "H"],
  "positions_angstrom": [[0.0208, -0.2287, -0.2756], [2.3805, 0.2565, 0.1397], [-1.2264, 0.3003, -0.8372], [3.7130, 0.5367, -0.2079], [3.3581, -0.5937, -0.3113], [0.2821, -1.4840, 0.1434], [1.0901, 0.6417, -0.1763], [1.3515, -0.9329, 2.1491], [-1.1434, 0.3050, -1.9458], [-1.3450, 1.2339, -0.3700], [-2.0135, -0.2674, -0.3750], [-0.4608, -2.1586, 0.2506], [0.9543, -1.3736, 1.1650], [0.9897, 1.6790, -0.3256]]
}


3.
{
  "formula": "C3H7N4O",
  "method": "the ωB97M-V functional and the def2-TZVPD basis",
  "homo_energy_ev": -14.51,
  "multiplicity": 1,
  "gap_ha": 0.3901,
  "charge": 1,
  "e_above_lowest_kcal_mol": 21.1,
  "lumo_energy_ev": -3.9,
  "elements": ["C", "C", "C", "N", "N", "N", "N", "O", "H", "H", "H", "H", "H", "H", "H"],
  "positions_angstrom": [[1.4389, -0.9814, 0.5116], [-2.6149, -0.3699, -0.4329], [0.7170, 1.0118, -0.2936], [2.6067, -0.5218, 0.8294], [-2.1777, -1.3169, 0.1696], [0.3701, -0.1988, 0.1115], [-0.1025, 1.9566, -0.6036], [-2.6458, 0.6958, -0.9224], [1.3044, -2.0067, 0.5957], [1.7232, 1.2556, -0.2635], [3.2213, -1.1952, 1.1916], [-2.3632, -2.1583, 0.7966], [-0.5969, -0.6005, 0.1112], [-1.1564, 1.6683, -0.7739], [0.2757, 2.7612, -1.0274]]
}


4.
{
  "formula": "C3H7N5",
  "method": "the ωB97M-V functional and the def2-TZVPD basis",
  "homo_energy_ev": -8.44,
  "multiplicity": 1,
  "gap_ha": 0.3366,
  "charge": 0,
  "e_above_lowest_kcal_mol": 77.7,
  "lumo_energy_ev": 0.7,
  "smiles": "[H]/N=c1/cn[nH]n1NC",
  "elements": ["C", "C", "C", "H", "H", "H", "H", "H", "H", "H", "N", "N", "N", "N", "N"],
  "positions_angstrom": [[1.8701, -0.3055, 0.5959], [-2.2129, -0.0047, 0.1655], [-1.0549, 0.7737, -0.2272], [1.7190, -1.3597, 0.7983], [1.3944, 0.3072, 1.3686], [2.9256, 0.0545, 0.5925], [1.5512, 0.8527, -1.0665], [-0.5350, -2.2236, -0.8572], [-3.1524, 0.4092, 0.4238], [-0.0753, 2.4654, -0.3161], [1.2605, -0.0430, -0.7020], [-0.1210, -0.1928, -0.7290], [-0.6260, -1.4696, -0.1646], [-1.9732, -1.2829, 0.0781], [-0.9701, 2.0191, 0.0401]]
}


5.
{
  "formula": "C3H7N5",
  "method": "the ωB97M-V functional and the def2-TZVPD basis",
  "homo_energy_ev": -8.53,
  "multiplicity": 1,
  "gap_ha": 0.3324,
  "charge": 0,
  "e_above_lowest_kcal_mol": 139.4,
  "lumo_energy_ev": 0.5,
  "smiles": "C=N/N=C\\N=C\\NN",
  "elements": ["C", "C", "C", "H", "H", "H", "H", "H", "H", "H", "N", "N", "N", "N", "N"],
  "positions_angstrom": [[-0.9870, 0.2764, -0.0802], [0.1396, 1.9214, 0.8858], [2.4555, -0.2363, 0.4015], [-0.6527, -1.9626, -1.5572], [-1.9648, -2.4790, -0.2373], [-3.0621, -0.1112, -0.9203], [0.0174, -0.3380, -0.0126], [-0.1815, 2.7023, 1.5356], [2.8053, -0.3051, 1.4522], [2.7410, -1.0452, -0.3220], [-1.5396, -1.8115, -0.9028], [-1.8771, -0.3706, -0.8692], [-1.0025, 1.4705, 0.3199], [1.4263, 1.6239, 0.6624], [1.6822, 0.6649, -0.3557]]
}


6.
{
  "formula": "C3H7N5",
  "method": "the ωB97M-V functional and the def2-TZVPD basis",
  "homo_energy_ev": [-8.58, -9.71],
  "multiplicity": 1,
  "gap_ha": [0.2988, 0.3097],
  "charge": 0,
  "e_above_lowest_kcal_mol": 94.1,
  "lumo_energy_ev": [-0.5, -1.3],
  "elements": ["C", "C", "C", "N", "N", "N", "N", "N", "H", "H", "H", "H", "H", "H", "H"],
  "positions_angstrom": [[-2.2338, -1.9312, 0.6581], [-1.2296, -0.1132, 0.3606], [0.9006, 0.7490, 1.0467], [-1.1196, -1.2929, 0.9498], [-3.0413, -1.2347, -0.2048], [-2.3518, -0.1352, -0.4495], [0.5536, 0.2915, -1.7910], [-0.3581, 0.8890, 0.3802], [-2.4409, -2.8516, 1.1990], [1.6179, 0.7447, 0.1978], [1.1360, 1.7296, 1.6268], [0.9953, -0.2249, 1.6583], [-2.7210, 0.5032, -1.1686], [-0.3251, 0.3005, -2.3058], [0.9071, 1.2329, -1.9479]]
}


7.
{
  "formula": "C3H7N5",
  "method": "the ωB97M-V functional and the def2-TZVPD basis",
  "homo_energy_ev": -7.34,
  "multiplicity": 1,
  "gap_ha": 0.2970,
  "charge": 0,
  "e_above_lowest_kcal_mol": 11.9,
  "lumo_energy_ev": 0.7,
  "smiles": "Nc1nc(N)c(N)[nH]1",
  "elements": ["C", "C", "C", "H", "H", "H", "H", "H", "H", "H", "N", "N", "N", "N", "N"],
  "positions_angstrom": [[0.9643, 0.8573, -0.5333], [-0.5330, -0.6935, -0.4240], [-0.7622, 0.0338, 0.6789], [2.4663, 1.2374, -1.7651], [2.5466, 2.1556, -0.5195], [-0.6103, -2.6486, -0.5674], [-1.2702, -1.6950, -1.9328], [-1.3264, -0.0649, 2.6327], [-1.9803, -1.1396, 1.7092], [0.7930, 1.2572, 1.5249], [1.8942, 1.6803, -1.0504], [0.5109, -0.1333, -1.2136], [-1.2261, -1.8316, -0.9326], [-1.7303, -0.1093, 1.7296], [0.2635, 1.0942, 0.6633]]
}


8.
{
  "formula": "C3H7NO",
  "method": "the ωB97M-V functional and the def2-TZVPD basis",
  "homo_energy_ev": -9.25,
  "multiplicity": 1,
  "gap_ha": 0.3767,
  "charge": 0,
  "e_above_lowest_kcal_mol": 35.0,
  "lumo_energy_ev": 1.0,
  "smiles": "CNCC=O",
  "elements": ["C", "N", "C", "C", "O", "H", "H", "H", "H", "H", "H", "H"],
  "positions_angstrom": [[1.5500, 0.7177, -0.4069], [0.1246, 0.4757, -0.5056], [-0.3697, -0.4972, 0.4322], [-1.8309, -0.7805, 0.2033], [-2.6097, -1.0910, 1.0656], [2.0513, -0.2532, -0.3842], [1.9399, 1.2472, -1.2750], [1.8304, 1.2506, 0.5096], [-0.4296, 1.3223, -0.5096], [-0.1819, -0.2696, 1.4896], [0.1063, -1.4658, 0.2208], [-2.1806, -0.6561, -0.8400]]
}


9.
{
  "formula": "C3H7NO",
  "method": "the ωB97M-V functional and the def2-TZVPD basis",
  "homo_energy_ev": -8.48,
  "multiplicity": 1,
  "gap_ha": 0.2097,
  "charge": 0,
  "e_above_lowest_kcal_mol": 158.9,
  "lumo_energy_ev": -2.8,
  "elements": ["C", "C", "C", "N", "O", "H", "H", "H", "H", "H", "H", "H"],
  "positions_angstrom": [[0.2618, -1.5063, 0.4777], [0.5083, -0.0884, 0.6110], [-0.4561, 0.8102, -0.3269], [0.2368, 1.8751, -0.8740], [-0.8070, -0.1566, -1.4352], [-0.3546, -2.0302, 1.2195], [1.1357, -2.1186, 0.1994], [-0.6354, -0.9900, -0.8943], [1.5007, 0.2931, 0.2378], [0.4681, 0.3961, 1.6462], [-0.4304, 2.6361, -1.0090], [-1.4279, 0.8795, 0.1479]]
}


10.
{
  "formula": "C3H7NO",
  "method": "the ωB97M-V functional and the def2-TZVPD basis",
  "homo_energy_ev": -8.41,
  "multiplicity": 1,
  "gap_ha": 0.3357,
  "charge": 0,
  "e_above_lowest_kcal_mol": 54.7,
  "lumo_energy_ev": 0.7,
  "smiles": "C=CN.C=O",
  "elements": ["O", "C", "H", "H", "C", "C", "N", "H", "H", "H", "H", "H"],
  "positions_angstrom": [[1.5791, 0.6920, -2.0364], [2.6278, 1.1563, -2.3859], [2.7102, 2.1708, -2.8133], [3.5715, 0.5971, -2.2663], [-0.9367, -1.6860, 1.0749], [-1.6529, -0.6549, 1.5077], [-1.3694, 0.7046, 1.2893], [-0.0481, -1.5242, 0.4752], [-1.2808, -2.6799, 1.3127], [-2.4096, -0.7867, 2.2792], [-0.6029, 0.8340, 0.6390], [-2.1880, 1.1768, 0.9240]]
}


11.
{
  "formula": "C3H7NO",
  "method": "the ωB97M-V functional and the def2-TZVPD basis",
  "homo_energy_ev": -7.36,
  "multiplicity": 1,
  "gap_ha": 0.2924,
  "charge": 0,
  "e_above_lowest_kcal_mol": 108.4,
  "lumo_energy_ev": 0.6,
  "elements": ["C", "N", "C", "O", "C", "H", "H", "H", "H", "H", "H", "H"],
  "positions_angstrom": [[1.3050, 1.3287, -0.9208], [0.1920, 0.6806, 0.0571], [-0.3323, -0.5862, -0.2315], [-0.4171, -0.9724, -1.3755], [-0.7464, -1.3853, 0.9785], [-0.1339, 1.4778, -0.6502], [1.0729, 0.9333, -1.9069], [1.2106, 2.4128, -0.8005], [0.3731, 0.9041, 1.0276], [0.1212, -1.9262, 1.3726], [-1.4976, -2.1150, 0.6740], [-1.1476, -0.7521, 1.7756]]
}


12.
{
  "formula": "C3H7NO",
  "method": "the ωB97M-V functional and the def2-TZVPD basis",
  "homo_energy_ev": -9.79,
  "multiplicity": 1,
  "gap_ha": 0.3935,
  "charge": 0,
  "e_above_lowest_kcal_mol": 31.9,
  "lumo_energy_ev": 0.9,
  "smiles": "CCNC=O",
  "elements": ["C", "C", "C", "N", "O", "H", "H", "H", "H", "H", "H", "H"],
  "positions_angstrom": [[-1.8724, 0.4517, -1.4481], [1.2346, -0.1642, 0.4056], [-0.1123, 0.5731, 0.4551], [-1.1206, -0.1419, -0.5119], [-2.0320, 1.6549, -1.5532], [-2.3129, -0.2599, -2.1081], [2.1440, 0.2930, 0.9202], [1.1214, -1.2331, 0.4812], [1.5117, -0.1866, -0.5981], [-0.6250, 0.4883, 1.3466], [-0.1720, 1.5661, 0.1266], [-1.4077, -0.9881, -0.1161]]
}


13.
{
  "formula": "C3H7NO",
  "method": "the ωB97M-V functional and the def2-TZVPD basis",
  "homo_energy_ev": -9.43,
  "multiplicity": 1,
  "gap_ha": 0.3790,
  "charge": 0,
  "e_above_lowest_kcal_mol": 116.2,
  "lumo_energy_ev": 0.9,
  "smiles": "C/C=N/OC",
  "elements": ["C", "C", "C", "H", "H", "H", "H", "H", "H", "H", "N", "O"],
  "positions_angstrom": [[1.8545, 0.2665, -0.8298], [-0.5239, -0.2252, 0.2158], [-1.8972, -0.2835, 0.9527], [2.1472, 0.5744, 0.2092], [1.6799, -0.8033, -0.8249], [2.6223, 0.3616, -1.6165], [0.2624, -0.8647, 0.4303], [-2.8493, 0.2720, 0.2475], [-2.0288, -1.5268, 1.2270], [-1.6421, 0.5227, 1.9421], [-0.3878, 0.7561, -0.6339], [0.7627, 0.9501, -1.3195]]
}


14.
{
  "formula": "C3H7NO",
  "method": "the ωB97M-V functional and the def2-TZVPD basis",
  "homo_energy_ev": -9.88,
  "multiplicity": 1,
  "gap_ha": 0.3948,
  "charge": 0,
  "e_above_lowest_kcal_mol": 74.9,
  "lumo_energy_ev": 0.9,
  "smiles": "O=C[C@H]1CN1.[H][H]",
  "elements": ["O", "C", "C", "C", "N", "H", "H", "H", "H", "H", "H", "H"],
  "positions_angstrom": [[-0.9206, -1.3734, -1.1728], [-1.1873, -0.2466, -0.8409], [-0.1822, 0.8034, -0.4806], [0.6727, 0.6751, 0.7383], [1.2201, 0.4397, -0.5827], [-0.0948, -2.3551, 0.7444], [-0.1303, -2.4615, 1.4802], [-2.2442, 0.0878, -0.7643], [-0.4941, 1.8178, -0.7316], [0.5909, -0.2056, 1.3689], [0.9136, 1.5987, 1.2628], [1.7740, 1.2278, -0.9034]]
}


15.
{
  "formula": "C3H7NO",
  "method": "the ωB97M-V functional and the def2-TZVPD basis",
  "homo_energy_ev": -10.00,
  "multiplicity": 1,
  "gap_ha": 0.4037,
  "charge": 0,
  "e_above_lowest_kcal_mol": 106.3,
  "lumo_energy_ev": 1.0,
  "elements": ["C", "C", "C", "H", "H", "H", "H", "H", "H", "H", "N", "O"],
  "positions_angstrom": [[1.2395, 0.3680, -0.4369], [0.6828, -0.6776, 0.4179], [-1.8353, 0.3950, 0.0822], [0.9638, -0.0352, -1.7077], [0.7424, 1.4378, -0.3016], [2.4241, 0.4822, -0.1934], [0.3179, -0.2724, 1.3910], [1.3891, -1.4807, 0.5998], [-2.7980, 0.9304, 0.1167], [-1.1520, 0.8720, 0.7318], [-1.6158, -0.7073, -0.4597], [-0.3586, -1.3121, -0.2401]]
}


16.
{
  "formula": "C3H7NO",
  "method": "the ωB97M-V functional and the def2-TZVPD basis",
  "homo_energy_ev": -8.18,
  "multiplicity": 1,
  "gap_ha": 0.3357,
  "charge": 0,
  "e_above_lowest_kcal_mol": 101.6,
  "lumo_energy_ev": 1.0,
  "elements": ["C", "O", "C", "C", "N", "H", "H", "H", "H", "H", "H", "H"],
  "positions_angstrom": [[1.7762, 0.0106, 0.2942], [0.5581, -0.7449, 0.3244], [-0.7441, 0.1079, 0.6352], [-1.5466, -0.4047, -0.4192], [-0.5528, 0.9995, 1.4908], [1.7541, 0.7188, -0.5406], [1.8405, 0.5536, 1.2369], [2.6004, -0.6949, 0.1825], [-0.0039, -0.7914, -0.6492], [-2.3847, 0.2186, -0.7255], [-1.8089, -1.4574, -0.3070], [-1.4220, 1.4658, 1.7325]]
}


17.
{
  "formula": "C3H7NO",
  "method": "the ωB97M-V functional and the def2-TZVPD basis",
  "homo_energy_ev": -9.67,
  "multiplicity": 1,
  "gap_ha": 0.3979,
  "charge": 0,
  "e_above_lowest_kcal_mol": 63.3,
  "lumo_energy_ev": 1.2,
  "smiles": "NC[C@H]1CO1",
  "elements": ["C", "C", "C", "H", "H", "H", "H", "H", "H", "H", "N", "O"],
  "positions_angstrom": [[-0.9082, -0.7454, -0.1469], [0.3323, -0.1979, 0.4410], [1.6636, -0.3298, -0.1441], [-2.4567, 0.4504, -0.7291], [-1.2891, 1.2131, 0.1208], [-0.7269, -0.9065, -1.2572], [-1.1073, -1.5875, 0.4919], [0.3228, -0.0764, 1.5515], [2.4725, -0.5180, 0.7068], [1.8007, -0.7115, -1.1561], [-1.8980, 0.3488, 0.0899], [0.9680, 0.9167, -0.1572]]
}


18.
{
  "formula": "C3H7NO",
  "method": "the ωB97M-V functional and the def2-TZVPD basis",
  "homo_energy_ev": -8.43,
  "multiplicity": 1,
  "gap_ha": 0.1902,
  "charge": 0,
  "e_above_lowest_kcal_mol": 213.9,
  "lumo_energy_ev": -3.3,
  "elements": ["C", "C", "C", "O", "N", "H", "H", "H", "H", "H", "H", "H"],
  "positions_angstrom": [[0.2537, -0.0523, 0.9059], [-0.9246, 0.4529, 0.5754], [-1.8580, -0.2807, -0.4122], [-3.1002, -0.0161, -0.3926], [2.3619, -0.0969, -0.5156], [0.5483, -0.1145, 1.9600], [1.2714, -0.1122, 0.1545], [-1.3422, 1.3406, 1.0682], [-1.3594, 0.1036, -1.3535], [-1.5578, -1.3634, -0.3172], [2.3820, 0.1359, -1.5122], [3.3248, 0.0033, -0.1607]]
}


19.
{
  "formula": "C3H7NO",
  "method": "the ωB97M-V functional and the def2-TZVPD basis",
  "homo_energy_ev": [-15.50, -15.30],
  "multiplicity": 2,
  "gap_ha": [0.4052, 0.2107],
  "charge": 1,
  "e_above_lowest_kcal_mol": 38.3,
  "lumo_energy_ev": [-4.5, -9.6],
  "elements": ["O", "C", "C", "C", "N", "H", "H", "H", "H", "H", "H", "H"],
  "positions_angstrom": [[1.2476, -0.7919, -1.8091], [0.3112, -0.0936, -1.4524], [-0.3500, -0.1016, -0.0336], [0.4995, -0.7094, 1.0695], [-0.9467, 1.2470, 0.2064], [-0.2198, 0.4665, -2.2609], [-1.2321, -0.8075, -0.1973], [0.9099, -1.4232, 0.3763], [-0.0137, -1.1988, 1.8213], [1.3382, -0.0267, 1.3723], [-0.4479, 1.9430, -0.2284], [-1.0962, 1.4963, 1.1359]]
}


20.
{
  "formula": "C3H7NO2",
  "method": "the ωB97M-V functional and the def2-TZVPD basis",
  "homo_energy_ev": -10.23,
  "multiplicity": 1,
  "gap_ha": 0.4031,
  "charge": 0,
  "e_above_lowest_kcal_mol": 24.9,
  "lumo_energy_ev": 0.7,
  "smiles": "NC(=O)CCO",
  "elements": ["N", "C", "O", "C", "C", "O", "H", "H", "H", "H", "H", "H", "H"],
  "positions_angstrom": [[-0.9069, -1.2353, -0.4651], [-0.8845, 0.1717, -0.8162], [-1.4659, 0.5927, -1.7859], [-0.0283, 1.0316, 0.0871], [1.2577, 0.3396, 0.5699], [1.0260, -0.6998, 1.4839], [-1.7993, -1.4653, -0.0425], [-0.8973, -1.7656, -1.3297], [-0.6227, 1.3230, 0.9650], [0.2095, 1.9403, -0.4775], [1.8247, -0.0181, -0.3052], [1.8793, 1.0846, 1.0808], [0.4078, -1.2993, 1.0354]]
}